(1)
The following is a DFT calculation (ωB97M-V with the def2-TZVPD basis set) of 2 unconnected molecules or ions with the total composition BrH3NO2P.

Computed properties:
Multiplicity: 1
Relative energy (zero: lowest compared OMol25 entry of this formula, charge and spin), kcal/mol: 51.17
Molar mass, g mol⁻¹: 159.91
E_tot, a.u.: -3122.29987
Net charge: 0
HOMO level (spin up / spin down), Eh: -0.2964 / -0.2964
Orbital gap (spin up / spin down), Ha: 0.22703 / 0.22720

CARTESIAN COORDINATES (ANGSTROEM)
N1 -1.0489 -0.2380 -0.9784
O1 -0.7008 0.1021 1.5437
O2 2.0464 -0.5033 0.0029
P1 -0.8845 -1.1286 0.4373
Br1 2.0111 1.1309 0.4885
H1 -0.5073 0.5945 -1.1624
H2 -1.0655 -0.5877 -1.9063
H3 0.1494 0.6301 1.5746

---

(2)
The following is a DFT calculation (ωB97M-V with the def2-TZVPD basis set) of 23 unconnected molecules or ions with the total composition BrH44O22.

Computed properties:
Multiplicity: 1
Relative energy (zero: lowest compared OMol25 entry of this formula, charge and spin), kcal/mol: 63.27
Molar mass, g mol⁻¹: 476.23
E_tot, a.u.: -4255.84523
Net charge: -1
HOMO level, Eh: -0.2763
Orbital gap, Ha: 0.33672

CARTESIAN COORDINATES (ANGSTROEM)
Br1 14.3003 -29.4631 14.0842
O1 19.8267 -28.2815 13.1976
H1 18.9480 -28.6510 13.2845
H2 20.2899 -28.8955 12.6277
O2 12.4428 -29.5900 17.0425
H3 11.5640 -29.9664 16.9954
H4 12.8870 -29.9190 16.2611
O3 10.0375 -27.2032 15.3818
H5 9.2126 -27.4713 15.7867
H6 10.3666 -27.9967 14.9596
O4 17.6155 -31.2174 10.0656
H7 16.7030 -30.9597 10.1967
H8 17.9104 -30.6876 9.3249
O5 13.8221 -33.0777 13.3763
H9 13.2786 -33.5446 14.0110
H10 14.0990 -32.2845 13.8349
O6 12.6043 -33.1347 10.8526
H11 12.8093 -33.1138 11.7874
H12 12.1709 -32.2982 10.6832
O7 17.6833 -29.7499 13.8208
H13 16.7568 -29.5643 13.9736
H14 17.6869 -30.5848 13.3526
O8 14.5776 -28.8371 18.9391
H15 15.2769 -28.2556 18.6408
H16 14.1647 -29.1488 18.1337
O9 11.8568 -27.0980 18.2921
H17 11.0965 -26.9137 17.7405
H18 12.0216 -28.0328 18.1688
O10 16.7265 -29.6536 17.1080
H19 17.2155 -30.4428 16.8752
H20 16.2670 -29.4102 16.3043
O11 17.9767 -31.7030 15.9579
H21 17.3619 -32.0043 15.2890
H22 18.6422 -31.2172 15.4707
O12 15.2280 -26.8318 16.3826
H23 14.8596 -27.5467 15.8637
H24 14.4656 -26.3452 16.6962
O13 17.7180 -25.3926 12.2721
H25 18.1817 -25.6500 13.0689
H26 17.2863 -26.1941 11.9761
O14 12.6941 -29.3810 9.3489
H27 13.1329 -30.0140 9.9172
H28 13.4037 -28.9676 8.8572
O15 16.8443 -32.2516 13.1651
H29 16.6106 -31.8488 12.3289
H30 16.8644 -33.1909 12.9817
O16 18.3469 -26.7479 15.1289
H31 18.8751 -27.4008 14.6695
H32 17.5638 -27.2240 15.4052
O17 13.0369 -26.5727 11.2844
H33 13.4133 -27.4209 11.5189
H34 13.7908 -25.9875 11.2113
O18 14.1998 -23.9268 13.3754
H35 13.6564 -23.5980 12.6592
H36 14.0465 -24.8716 13.3787
O19 10.8450 -29.2072 13.8419
H37 11.7818 -29.0550 13.7170
H38 10.7852 -30.1219 14.1173
O20 16.5149 -28.2207 11.0180
H39 17.4234 -27.9659 10.8572
H40 16.0563 -27.9978 10.2079
O21 14.5256 -30.7358 11.0129
H41 14.5269 -30.4582 11.9290
H42 14.2858 -31.6620 11.0430
O22 9.1087 -29.7353 12.0158
H43 9.6247 -29.1527 12.5732
H44 8.2015 -29.5744 12.2752

---

(3)
The following is a DFT calculation (ωB97M-V with the def2-TZVPD basis set) of 2 unconnected molecules or ions with the total composition BrH5NOS.

Computed properties:
Multiplicity: 1
Molar mass, g mol⁻¹: 147.02
E_tot, a.u.: -3104.86467
Net charge: +1
HOMO level, Eh: -0.5900
Orbital gap, Ha: 0.34823

CARTESIAN COORDINATES (ANGSTROEM)
N1 0.8059 0.3539 1.0947
S1 -0.5085 -0.6545 1.5525
Br1 -2.2796 0.5536 1.0913
H1 0.8942 0.3010 0.0756
H2 1.6158 -0.1383 1.4750
H3 -0.4439 -1.6622 0.6168
O1 0.2784 0.1886 -2.0609
H4 -0.5446 -0.0799 -1.6480
H5 0.1824 1.1378 -2.1969

---

(4)
The following is a DFT calculation (ωB97M-V with the def2-TZVPD basis set) of a molecular structure, BrH6LiO3.

Computed properties:
Multiplicity: 1
Relative energy (zero: lowest compared OMol25 entry of this formula, charge and spin), kcal/mol: 3.85
Molar mass, g mol⁻¹: 140.89
E_tot, a.u.: -2810.96744
Net charge: 0
HOMO level, Eh: -0.2798
Orbital gap, Ha: 0.26357

CARTESIAN COORDINATES (ANGSTROEM)
Li1 17.9353 3.6079 -1.4002
Br1 16.3651 2.6469 -3.0257
O1 17.4198 5.5171 -0.9349
H1 17.4408 6.1274 -0.1932
H2 17.5400 6.0526 -1.7288
O2 19.8846 3.5771 -1.9223
H3 20.6034 4.1280 -1.5978
H4 20.0747 3.3825 -2.8491
O3 18.4183 2.8305 0.4598
H5 18.9076 2.0010 0.4180
H6 18.3231 3.0464 1.3914